1.
DFT (ωB97M-V with the def2-TZVPD basis set) results for a molecular structure, C10H21ClNO2P2RuS in a non-equilibrium geometry.

Each line ends with the Löwdin spin population.
Geometry (Å):
C1 0.2721 -0.1538 -5.4160  0.005
C2 0.4815 -0.0243 -3.9789  0.024
H1 1.2310 -0.1094 -5.9290  0.001
H2 -0.4108 0.6010 -5.7937  0.001
H3 -0.1921 -1.1200 -5.5838  0.001
O1 1.4998 0.0026 -3.3223  0.051
Cl1 -1.1368 0.0911 -3.0081  0.127
Ru1 0.1336 0.0010 -0.7551  2.661
P1 -0.2323 2.2615 -0.3957  0.225
C3 0.9921 3.3052 0.4812  0.015
C4 -0.2241 2.8454 -2.0972  0.062
H4 -0.0860 3.9256 -2.1653  0.011
H5 -2.0890 3.7612 0.3660  0.010
H6 -1.1821 2.5405 -2.5318  0.000
H7 -2.6506 2.1484 -0.1875  0.003
H8 1.9926 3.0221 0.1337  0.001
H9 0.6055 2.3115 -2.5777  0.005
C5 -1.8652 2.6771 0.3745  0.044
H10 0.8464 4.3813 0.2987  0.004
H11 -1.8859 2.2998 1.4123  0.000
H12 0.9495 3.1082 1.5601  0.000
P2 -0.0030 -2.2109 -0.0929  0.214
C6 1.2775 -3.0257 0.9266  0.012
C7 -1.6044 -2.7029 0.6778  0.043
H13 -0.7496 -2.6270 -2.3225  0.001
H14 0.1464 -4.0592 -1.6696  0.014
H15 1.0405 -2.5869 -2.1747  0.004
C8 0.1105 -2.9666 -1.7329  0.069
H16 -2.4168 -2.2605 0.0907  0.003
H17 -1.7856 -3.7845 0.7261  0.009
H18 1.2817 -4.1199 0.8910  0.004
H19 1.1946 -2.7412 1.9805  0.000
H20 -1.6888 -2.3029 1.6973  0.000
H21 2.2684 -2.7028 0.5943  0.001
C9 1.9124 0.1363 -0.4262  0.148
O2 2.9945 0.2584 -0.0378  0.088
S1 -0.6393 -0.2478 3.9498  0.592
C10 -0.3142 -0.0524 2.4198  0.114
N1 -0.0737 0.1208 1.2576  0.431

## Properties
total charge: +2
energy relative to the best compared isomer or geometry (same formula, charge and spin): 0.000 eV
HOMO (alpha / beta): -0.4796 / -0.6221 hartree
total energy: -60793.8775 eV
spin multiplicity: 6
Kohn-Sham gap (alpha / beta): 7.004 / 6.593 eV

2.
DFT (ωB97M-V with the def2-TZVPD basis set) results for a molecular structure, C10H21ClNO6Y.

Each line ends with the Mulliken charge.
Geometry (Å):
Y1 0.1600 0.4084 0.8582  1.714
C1 1.6670 0.6311 -2.0153  -0.763
C2 0.3240 1.2335 -2.3913  -0.456
O1 -0.3129 1.6654 -1.1672  -0.279
C3 -1.7381 1.8511 -1.2711  -0.577
C4 -2.4612 0.5118 -1.2741  -0.661
O2 -1.8981 -0.3084 -0.2324  -0.002
C5 -2.1627 -1.7169 -0.4249  -0.498
C6 -1.3320 -2.4724 0.5980  -0.771
O3 0.0000 -1.9426 0.6320  -0.169
C7 1.0369 -2.5434 -0.1672  -0.698
C8 1.2852 -1.7092 -1.4124  -0.420
O4 1.4838 -0.3468 -0.9705  -0.257
H1 2.3448 1.3833 -1.6124  0.323
H2 2.1304 0.1706 -2.8885  0.471
H3 -0.2998 0.4896 -2.8918  0.325
H4 0.4507 2.0894 -3.0567  0.423
H5 -1.9857 2.4030 -2.1799  0.429
H6 -2.0204 2.4664 -0.4156  0.283
H7 -2.3341 -0.0008 -2.2309  0.454
H8 -3.5312 0.6571 -1.1105  0.410
H9 -1.8790 -1.9841 -1.4474  0.395
H10 -3.2283 -1.9173 -0.2956  0.451
H11 -1.3205 -3.5395 0.3727  0.446
H12 -1.7286 -2.3434 1.6071  0.308
H13 0.7647 -3.5651 -0.4344  0.446
H14 1.9241 -2.5689 0.4674  0.302
H15 0.4359 -1.7472 -2.1013  0.278
H16 2.1795 -2.0556 -1.9344  0.469
N1 -1.4264 1.5988 2.3850  -0.813
H17 -1.1496 1.3038 3.3225  0.284
H18 -2.4211 1.3920 2.3155  0.277
H19 -1.3593 2.6159 2.4011  0.288
Cl1 2.0318 2.3824 1.2341  -0.157
C9 2.9082 1.6851 2.6830  -0.263
C10 2.4264 0.2530 2.9931  0.462
O5 3.1437 -0.4827 3.6027  -0.507
O6 1.2329 -0.0246 2.5295  -0.657
H20 2.6980 2.3708 3.4997  0.352
H21 3.9611 1.7063 2.4237  0.358

## Properties
total charge: +2
energy relative to the best compared isomer or geometry (same formula, charge and spin): 0.000 eV
HOMO: -0.5856 hartree
total energy: -38040.3924 eV
Kohn-Sham gap: 10.220 eV

Which value of total energy does entry 2 give?
-38040.3924 eV

What is the formula in the first record?
C10H21ClNO2P2RuS